Below is C25H68BF3HgO11S as an isolated structure in a non-equilibrium geometry, with properties calculated with wB97M-V/def2-TZVPD.

Summary:
Frontier orbital gap   8.07 eV
Energy relative to the best compared isomer or geometry (same formula, charge and spin)   0.0 kJ/mol
Electronic energy   -73388.121 eV

Last column: Löwdin charge in e.
Atoms and positions in Å:
Hg  0.299  2.673  3.197  1.188
B  2.144  2.035  4.302  -0.430
H  1.847  3.239  4.468  -0.011
H  2.664  1.860  3.234  -0.018
H  2.926  1.780  5.165  0.018
H  1.162  1.295  4.480  -0.005
C  -1.270  -0.775  0.144  -0.661
F  -1.616  -1.573  1.143  0.161
F  -0.984  -1.510  -0.930  0.139
F  -2.294  0.030  -0.166  0.124
S  0.176  0.245  0.590  0.533
O  1.270  -0.694  0.661  -0.273
O  0.283  1.219  -0.469  -0.290
O  -0.163  0.820  1.885  -0.369
C  -4.069  3.268  2.406  -0.040
C  -2.792  2.823  1.731  -0.432
C  -2.773  3.184  0.259  -0.038
O  -1.665  3.460  2.406  -0.150
H  -4.059  3.074  3.478  0.088
H  -4.934  2.782  1.955  0.097
H  -4.222  4.339  2.235  0.088
H  -2.641  1.754  1.851  0.126
H  -3.216  2.407  -0.358  0.070
H  -1.750  3.321  -0.104  0.085
H  -3.239  4.159  0.092  0.088
H  -1.855  4.394  2.543  0.112
C  -2.741  1.674  -3.448  -0.045
C  -4.210  2.083  -3.364  -0.505
C  -4.387  3.574  -3.341  -0.059
O  -4.933  1.586  -4.488  -0.057
H  -2.241  1.714  -2.476  0.063
H  -2.186  2.296  -4.154  0.090
H  -2.657  0.643  -3.795  0.047
H  -4.641  1.607  -2.471  0.132
H  -3.783  4.048  -2.563  0.067
H  -5.425  3.856  -3.164  0.081
H  -4.061  3.976  -4.302  0.088
H  -4.879  0.620  -4.461  0.038
C  6.254  -0.757  -0.121  -0.054
C  4.779  -0.824  -0.408  -0.491
C  4.308  -2.147  -0.968  -0.054
O  4.080  -0.572  0.832  -0.085
H  6.501  0.162  0.409  0.079
H  6.777  -0.793  -1.078  0.084
H  6.567  -1.571  0.535  0.084
H  4.498  0.015  -1.060  0.125
H  4.818  -2.968  -0.452  0.083
H  4.600  -2.315  -2.011  0.081
H  3.228  -2.266  -0.895  0.071
H  3.159  -0.816  0.675  0.018
C  -1.442  -4.621  2.810  -0.061
C  -2.015  -3.718  3.893  -0.500
C  -3.032  -4.402  4.768  -0.062
O  -0.955  -3.311  4.770  -0.072
H  -0.944  -5.474  3.271  0.085
H  -0.781  -4.051  2.158  0.057
H  -2.242  -5.009  2.169  0.077
H  -2.401  -2.805  3.423  0.125
H  -3.559  -3.663  5.373  0.077
H  -2.511  -5.072  5.452  0.085
H  -3.768  -4.958  4.187  0.076
H  -0.321  -2.812  4.235  0.034
C  0.758  -0.287  -3.902  -0.060
C  2.066  0.357  -3.511  -0.490
C  2.916  0.689  -4.712  -0.057
O  1.796  1.584  -2.825  -0.069
H  0.172  -0.686  -3.071  0.061
H  0.880  -1.073  -4.654  0.083
H  0.083  0.435  -4.379  0.082
H  2.624  -0.304  -2.837  0.125
H  3.853  1.150  -4.399  0.079
H  2.409  1.332  -5.431  0.085
H  3.188  -0.235  -5.231  0.081
H  1.269  1.390  -2.038  0.022
C  2.551  -2.904  4.818  -0.042
C  2.309  -2.708  3.346  -0.471
C  2.379  -3.972  2.511  -0.044
O  1.027  -2.079  3.188  -0.079
H  3.468  -3.470  4.988  0.083
H  1.738  -3.430  5.322  0.079
H  2.645  -1.922  5.285  0.083
H  3.062  -2.020  2.942  0.131
H  3.354  -4.461  2.600  0.081
H  2.241  -3.731  1.456  0.074
H  1.667  -4.722  2.866  0.075
H  0.996  -1.703  2.301  0.035
C  -2.484  -2.225  -4.617  -0.048
C  -3.840  -2.244  -3.964  -0.468
C  -3.814  -1.978  -2.486  -0.051
O  -4.712  -1.243  -4.534  -0.067
H  -2.561  -2.364  -5.701  0.085
H  -1.811  -2.998  -4.249  0.090
H  -1.996  -1.255  -4.491  0.057
H  -4.327  -3.212  -4.136  0.139
H  -4.812  -2.005  -2.050  0.090
H  -3.339  -1.028  -2.239  0.057
H  -3.234  -2.741  -1.960  0.086
H  -4.868  -1.489  -5.451  0.103
C  3.526  2.678  0.264  -0.039
C  2.706  3.733  0.972  -0.451
C  2.641  5.047  0.213  -0.048
O  1.362  3.221  1.142  -0.169
H  3.140  2.416  -0.725  0.079
H  3.595  1.774  0.875  0.067
H  4.561  2.997  0.115  0.094
H  3.145  3.936  1.948  0.132
H  2.023  4.983  -0.685  0.087
H  3.631  5.374  -0.118  0.085
H  2.295  5.866  0.847  0.077
H  1.040  2.988  0.261  0.066

Below is a 10-piece molecular cluster, C25H68ClO27S9 overall in a non-equilibrium geometry, with properties calculated with wB97M-V/def2-TZVPD.

Summary:
Total charge   -1
Frontier orbital gap   8.51 eV
Energy relative to the best compared isomer or geometry (same formula, charge and spin)   34.4 kJ/mol
Electronic energy   -192340.416 eV

Last column: Löwdin charge in e.
Atoms and positions in Å:
Cl  0.114  0.064  0.615  0.629
O  0.554  0.420  -0.701  -0.366
O  -1.326  -0.215  0.541  -0.393
O  0.817  -1.110  1.021  -0.351
O  0.326  1.117  1.568  -0.338
O  -5.246  -4.517  4.389  -0.274
S  -3.955  -4.743  3.779  0.620
O  -3.775  -4.880  2.354  -0.300
O  -3.009  -3.522  4.289  -0.252
C  -1.690  -3.420  3.735  -0.278
C  -1.266  -1.972  3.687  -0.066
C  -3.130  -6.091  4.671  -0.106
H  -1.601  -3.805  2.717  0.118
H  -0.969  -3.987  4.329  0.117
H  -0.171  -1.945  3.622  0.075
H  -1.445  -1.401  4.600  0.081
H  -1.589  -1.417  2.806  0.056
H  -3.735  -6.974  4.487  0.068
H  -3.161  -5.834  5.728  0.071
H  -2.087  -6.142  4.374  0.062
O  3.998  -0.745  -5.351  -0.276
S  3.397  0.319  -4.607  0.621
O  4.228  1.268  -3.914  -0.288
O  2.438  1.126  -5.668  -0.246
C  1.811  2.310  -5.173  -0.283
C  1.783  3.402  -6.227  -0.058
C  2.143  -0.406  -3.522  -0.097
H  2.281  2.669  -4.257  0.072
H  0.785  2.032  -4.900  0.117
H  0.929  4.061  -6.075  0.075
H  1.584  2.945  -7.200  0.082
H  2.703  3.976  -6.264  0.062
H  1.641  0.376  -2.944  0.041
H  2.701  -0.969  -2.777  0.063
H  1.400  -0.926  -4.116  0.078
O  4.253  3.438  4.425  -0.289
S  4.006  2.253  3.631  0.614
O  4.926  1.148  3.598  -0.269
O  2.544  1.668  4.012  -0.280
C  2.388  1.206  5.354  -0.271
C  1.858  -0.214  5.265  -0.058
C  3.473  2.732  1.985  -0.118
H  1.686  1.874  5.860  0.114
H  3.256  1.199  6.018  0.120
H  2.060  -0.828  6.151  0.079
H  2.359  -0.761  4.467  0.088
H  0.769  -0.255  5.211  0.054
H  3.128  1.797  1.549  0.052
H  4.317  3.247  1.530  0.068
H  2.627  3.414  2.020  0.078
O  -2.321  4.573  4.500  -0.270
S  -2.640  3.264  4.072  0.597
O  -3.776  2.505  4.545  -0.293
O  -2.789  3.353  2.477  -0.244
C  -3.063  2.212  1.672  -0.274
C  -4.517  2.281  1.179  -0.052
C  -1.187  2.204  4.282  -0.114
H  -2.972  1.256  2.198  0.095
H  -2.297  2.158  0.903  0.097
H  -4.852  1.399  0.638  0.065
H  -4.581  3.183  0.572  0.061
H  -5.194  2.433  2.021  0.079
H  -0.930  2.130  5.338  0.067
H  -0.334  2.665  3.788  0.064
H  -1.423  1.226  3.876  0.046
O  -0.975  -4.567  -3.506  -0.280
S  -1.986  -3.993  -2.662  0.618
O  -3.241  -3.547  -3.241  -0.298
O  -2.410  -5.121  -1.589  -0.273
C  -3.135  -6.240  -2.065  -0.297
C  -3.622  -7.112  -0.927  -0.060
C  -1.319  -2.758  -1.531  -0.090
H  -2.610  -6.779  -2.861  0.121
H  -4.023  -5.898  -2.614  0.115
H  -2.838  -7.634  -0.378  0.078
H  -4.274  -7.900  -1.307  0.080
H  -4.210  -6.502  -0.242  0.061
H  -0.294  -3.005  -1.271  0.074
H  -1.929  -2.530  -0.663  0.048
H  -1.317  -1.881  -2.182  0.062
O  6.160  -3.734  0.754  -0.285
S  5.179  -2.700  0.955  0.601
O  4.879  -2.254  2.290  -0.279
O  5.694  -1.443  0.069  -0.238
C  4.906  -0.263  0.010  -0.281
C  5.705  0.828  -0.677  -0.048
C  3.674  -3.150  0.137  -0.112
H  4.569  0.114  0.976  0.100
H  4.006  -0.455  -0.585  0.103
H  5.222  1.802  -0.620  0.064
H  5.890  0.547  -1.713  0.075
H  6.666  0.935  -0.169  0.087
H  3.952  -3.588  -0.818  0.077
H  3.090  -2.242  -0.008  0.040
H  3.185  -3.833  0.825  0.078
O  3.785  5.946  -5.136  -0.273
S  3.029  5.873  -3.920  0.620
O  1.601  5.684  -3.926  -0.281
O  3.635  4.651  -3.011  -0.260
C  3.121  4.446  -1.700  -0.274
C  2.454  3.068  -1.731  -0.060
C  3.484  7.332  -2.916  -0.102
H  2.509  5.263  -1.306  0.113
H  3.947  4.447  -0.976  0.113
H  2.069  2.832  -0.729  0.071
H  3.153  2.331  -2.103  0.056
H  1.469  3.220  -2.180  0.084
H  4.568  7.328  -2.852  0.071
H  3.061  7.316  -1.915  0.059
H  3.068  8.172  -3.466  0.068
C  -2.978  3.076  -4.180  -0.286
S  -2.348  2.964  -2.518  0.812
O  -3.438  3.486  -1.632  -0.550
C  -2.417  1.119  -2.342  -0.225
H  -3.963  2.603  -4.177  0.055
H  -2.304  2.695  -4.944  0.049
H  -3.176  4.125  -4.407  0.049
H  -2.502  0.956  -1.271  0.020
H  -1.589  0.695  -2.904  0.041
H  -3.367  0.811  -2.784  0.055
C  -4.250  -1.565  0.801  -0.239
S  -5.885  -2.396  0.767  0.844
O  -6.792  -1.548  -0.083  -0.569
C  -5.346  -3.712  -0.320  -0.283
H  -3.614  -2.194  1.428  0.034
H  -4.321  -0.599  1.294  0.032
H  -3.877  -1.427  -0.212  0.049
H  -5.128  -3.297  -1.309  0.051
H  -6.116  -4.468  -0.461  0.056
H  -4.395  -4.161  -0.028  0.019

- The lowest energy relative to the best compared isomer or geometry (same formula, charge and spin) belongs to which entry?
  C25H68BF3HgO11S

- The lowest electronic energy belongs to which entry?
  C25H68ClO27S9